1.
DFT (ωB97M-V/def2-TZVPD) results for a 2-piece molecular cluster, C3H10OS2 overall at a distorted geometry.

The value obtained for the highest occupied orbital energy is -8.51 eV. The net charge is 0. The structure (SMILES) is CCO.CSS. The calculation puts the molar mass at 126.25 Da. Its energy above the lowest of the compared OMol25 structures with the same formula, charge and spin is 182.80 kJ/mol. As for the orbital gap: 8.5 eV. The value obtained for the LUMO energy is 0.01 eV.

Positions of all 16 atoms, in Å:
C1 -2.0283 -0.0735 -1.4916
C2 -2.3388 -1.3930 -0.7452
O1 -1.1775 -2.0953 -0.4415
H1 -1.3328 0.4027 -0.8758
H2 -2.7320 0.7053 -1.7869
H3 -1.6289 -0.2222 -2.4882
H4 -2.9369 -1.1191 0.1167
H5 -2.8265 -2.0974 -1.5515
H6 -0.5845 -2.3472 -1.1580
C3 1.5616 2.1990 1.3586
S1 0.4451 0.6998 1.2479
S2 1.5438 -0.0326 -0.4937
H7 1.5768 2.5250 2.4015
H8 2.5429 1.9856 0.9922
H9 1.0589 3.0166 0.8235
H10 1.2934 -1.1570 0.2607

Mulliken atomic charges, in units of e: -0.767 -0.267 -0.503 0.082 0.377 0.291 0.272 0.236 0.315 -0.792 -0.077 -0.241 0.289 0.299 0.283 0.204

---

2.
DFT (ωB97M-V/def2-TZVPD) results for C52H44BCl3F4N7O2PTi as an isolated structure at a distorted geometry.

The value obtained for the highest occupied orbital energy (alpha / beta) is -10.32 / -10.56 eV. The spin multiplicity is 2. The net charge is +1. The calculation puts the molar mass at 1070.97 Da. Its energy above the lowest of the compared OMol25 structures with the same formula, charge and spin is 0.00 kJ/mol. As for the orbital gap (alpha / beta): 7.8 / 7.4 eV. The value obtained for the LUMO energy (alpha / beta) is -2.47 / -3.13 eV. Its expectation value of S² is 0.76.

Positions of all 115 atoms, in Å:
Ti1 0.5412 0.4517 0.6680
C1 -0.8107 -4.7080 -1.0500
N1 -0.1564 -3.7074 -0.2113
C2 -0.4459 -2.3887 -0.1561
N2 0.3189 -1.7838 0.7407
C3 1.1211 -2.7585 1.3127
C4 0.8424 -3.9534 0.7050
C5 1.4286 -5.2859 0.9261
C6 1.4675 -5.8222 2.2104
C7 2.0471 -7.0626 2.4285
C8 2.5897 -7.7740 1.3674
C9 2.5629 -7.2395 0.0864
C10 1.9883 -5.9970 -0.1327
C11 2.1571 -2.5430 2.3582
C12 3.5046 -2.6035 2.0141
C13 4.4841 -2.4164 2.9781
C14 4.1318 -2.1848 4.2995
C15 2.7931 -2.1715 4.6613
C16 1.8155 -2.3614 3.6957
P1 -1.6040 -1.5394 -1.2568
C17 -0.4604 -0.4246 -2.1213
N3 0.1708 0.6107 -1.5878
C18 0.8417 1.2386 -2.6051
C19 0.6385 0.5400 -3.7681
N4 -0.1951 -0.5078 -3.4468
C20 -0.6428 -1.5543 -4.3607
C21 1.2280 0.7581 -5.0990
C22 2.6162 0.8307 -5.1997
C23 3.2057 1.0637 -6.4334
C24 2.4176 1.2215 -7.5652
C25 1.0339 1.1501 -7.4672
C26 0.4396 0.9225 -6.2354
C27 1.5178 2.5506 -2.4700
C28 1.1557 3.5591 -3.3674
C29 1.7237 4.8198 -3.2823
C30 2.6563 5.0940 -2.2900
C31 3.0199 4.1009 -1.3927
C32 2.4628 2.8315 -1.4846
C33 -2.3250 -0.3405 -0.0865
N5 -1.6814 0.5853 0.6207
C34 -2.6383 1.4075 1.1768
C35 -3.8767 0.9409 0.8159
N6 -3.6622 -0.1626 0.0215
C36 -4.7019 -1.0063 -0.5668
C37 -5.2110 1.4614 1.1619
C38 -5.5455 1.6500 2.5005
C39 -6.7808 2.1775 2.8438
C40 -7.6906 2.5180 1.8524
C41 -7.3627 2.3350 0.5156
C42 -6.1254 1.8126 0.1713
C43 -2.3813 2.7067 1.8477
C44 -1.6204 2.8610 3.0022
C45 -1.3775 4.1238 3.5290
C46 -1.9128 5.2482 2.9181
C47 -2.7007 5.1018 1.7842
C48 -2.9298 3.8427 1.2539
H1 -1.8222 -4.3791 -1.2714
H2 -0.8448 -5.6490 -0.5083
H3 -0.2612 -4.8520 -1.9786
H4 1.0506 -5.2610 3.0377
H5 2.0770 -7.4742 3.4289
H6 3.0417 -8.7420 1.5405
H7 3.0032 -7.7819 -0.7399
H8 2.0060 -5.5628 -1.1256
H9 3.7836 -2.7695 0.9869
H10 5.5265 -2.4435 2.6892
H11 4.8990 -2.0318 5.0478
H12 2.5068 -2.0247 5.6953
H13 0.7823 -2.4108 3.9979
H14 0.0150 -1.5519 -5.2243
H15 -1.6662 -1.3760 -4.6854
H16 -0.5749 -2.5232 -3.8723
H17 3.2204 0.6993 -4.3091
H18 4.2838 1.1190 -6.5099
H19 2.8819 1.4026 -8.5260
H20 0.4187 1.2802 -8.3480
H21 -0.6416 0.8898 -6.1538
H22 0.4223 3.3481 -4.1366
H23 1.4331 5.5889 -3.9862
H24 3.0987 6.0795 -2.2195
H25 3.7515 4.2992 -0.6194
H26 2.7730 2.0749 -0.7841
H27 -5.6182 -0.8542 -0.0050
H28 -4.4092 -2.0496 -0.4951
H29 -4.8689 -0.7438 -1.6095
H30 -4.8312 1.3878 3.2717
H31 -7.0336 2.3229 3.8859
H32 -8.6543 2.9305 2.1214
H33 -8.0668 2.6090 -0.2591
H34 -5.8625 1.6948 -0.8742
H35 -1.2171 2.0096 3.5248
H36 -0.7746 4.2209 4.4235
H37 -1.7253 6.2318 3.3290
H38 -3.1277 5.9711 1.3007
H39 -3.5214 3.7376 0.3529
Cl1 4.4016 1.8717 3.4825
C49 2.7597 2.4846 3.6634
Cl2 2.6537 4.1482 3.0432
Cl3 2.3047 2.4868 5.3747
C50 1.8428 1.6093 2.8085
N7 1.7953 1.5786 1.5756
C51 -0.9118 -0.5834 3.4344
C52 0.1698 0.1537 2.7266
O1 0.9406 0.8080 3.5625
H40 -0.7192 -0.7184 4.4978
H41 -1.1047 -1.5362 2.9428
H42 -1.8297 0.0049 3.3247
F1 2.2069 -0.3507 -0.2663
B1 3.6131 -0.6375 -0.8439
F2 3.6715 0.0956 -2.0164
F3 4.5112 -0.2431 0.1031
F4 3.5977 -1.9930 -1.1144
O2 -0.0998 2.7858 0.1686
H43 0.4518 3.0533 -0.5853
H44 0.2086 3.3467 0.8944

Here are the Mulliken charges for atoms 1 to 99, given in e: 0.835 -1.101 0.491 -0.773 1.483 -1.752 1.134 -0.444 -0.204 -0.809 -0.422 -0.800 -0.225 0.566 -0.193 -0.941 -0.631 -1.046 0.522 -0.598 -0.865 1.185 -0.671 0.963 0.426 -0.916 -0.352 -0.221 -0.943 -0.415 -0.861 0.041 -0.345 -0.603 -0.923 -0.709 -0.932 0.638 -1.188 1.429 -1.868 0.992 0.610 -1.017 -0.136 -0.134 -0.836 -0.456 -0.839 -0.077 0.832 0.221 -0.775 -0.596 -0.953 -0.595 0.433 0.385 0.323 0.441 0.436 0.408 0.414 0.435 0.585 0.456 0.447 0.466 0.721 0.513 0.308 0.224 0.659 0.440 0.409 0.408 0.478 0.498 0.430 0.427 0.522 0.515 0.471 0.343 0.317 0.399 0.444 0.415 0.417 0.456 0.430 0.522 0.447 0.432 0.520 -0.097 0.788 -0.111 -0.143

---

3.
DFT (ωB97M-V/def2-TZVPD) results for one molecule with the formula C2H6S at a distorted geometry.

The value obtained for the highest occupied orbital energy is -8.49 eV. The net charge is 0. The structure (SMILES) is CSC. The calculation puts the molar mass at 62.14 Da. Its energy above the lowest of the compared OMol25 structures with the same formula, charge and spin is 19.97 kJ/mol. As for the orbital gap: 9.6 eV. The value obtained for the LUMO energy is 1.16 eV.

Positions of all 9 atoms, in Å:
C1 -1.1414 -0.7988 0.1699
S1 0.6462 -0.9824 -0.2978
C2 1.0858 0.7808 -0.2258
H1 -1.1332 -0.8037 1.2554
H2 -1.6136 -1.6807 -0.2271
H3 -1.5009 0.1362 -0.2347
H4 0.7955 1.0550 0.7958
H5 2.1642 0.8753 -0.2288
H6 0.6974 1.4183 -1.0069

Mulliken atomic charges, in units of e: -0.775 -0.070 -0.851 0.268 0.292 0.261 0.274 0.311 0.289